Run one
DFT (wB97M-V/def2-TZVPD) results for a 2-piece molecular cluster, C6H11N overall.

Each line ends with the Löwdin charge.
Atoms and positions in Å:
H  3.161  -1.602  -0.353  -0.05
C  -0.737  -1.419  0.628  -0.06
H  -0.086  -2.239  0.943  0.09
C  -0.804  0.791  -0.697  -0.22
C  2.748  -1.090  -1.248  0.17
H  -1.498  0.320  -1.402  0.11
H  -2.285  1.002  0.892  0.07
H  -1.492  -1.829  -0.049  0.09
H  -0.894  2.089  1.046  0.08
H  0.606  -0.810  -0.929  0.07
C  0.060  -0.334  -0.101  -0.40
C  -1.573  1.615  0.330  -0.10
H  -2.141  2.408  -0.165  0.07
N  1.911  0.667  1.480  0.17
H  -1.241  -1.027  1.515  0.08
H  -0.158  1.449  -1.290  0.12
H  3.273  -0.112  -1.216  -0.05
C  1.092  0.229  0.792  -0.24

As for the multiplicity: 1. The calculation puts the orbital gap (spin up / spin down) at 8.691 / 8.757 eV. As for the HOMO energy (spin up / spin down): -9.69 / -9.77 eV.

---

Run two
DFT (wB97M-V/def2-TZVPD) results for one molecule with the formula C6H11N.

Each line ends with the Löwdin charge.
Atoms and positions in Å:
H  2.249  1.213  -0.296  0.09
H  -0.067  -3.023  -0.045  0.06
H  -2.617  0.424  -0.412  0.10
H  0.674  -2.926  -1.720  0.05
C  1.827  0.638  0.573  -0.04
N  -0.601  2.243  0.661  0.06
C  0.525  -1.090  -0.788  -0.17
H  -1.543  2.463  0.269  0.08
C  0.488  0.090  0.072  -0.29
H  -2.439  -0.081  1.420  0.12
C  -0.631  0.790  0.412  -0.36
C  -1.880  0.021  0.384  -0.08
H  -1.747  -1.006  0.063  0.05
H  1.186  -0.910  -1.637  0.10
C  0.359  -2.412  -0.835  0.01
H  2.361  -0.313  0.477  0.08
H  1.726  1.280  1.397  0.06
H  0.130  2.600  0.003  0.09

As for the multiplicity: 1. The calculation puts the orbital gap at 8.730 eV. As for the SMILES: C=C/C(C)=C(\C)N. As for the HOMO energy: -7.73 eV.

---

Most stable = run two

---

Run one
DFT (wB97M-V/def2-TZVPD) results for a 2-piece molecular cluster, C6H11N overall.

Each line ends with the Löwdin charge.
Atoms and positions in Å:
H  2.324  -1.305  0.540  0.06
H  -0.133  2.078  -0.274  0.07
C  -0.845  1.266  -0.359  0.01
H  -0.021  -0.531  2.287  -0.02
H  0.289  1.297  2.269  0.00
H  1.511  1.085  -2.051  0.07
H  -1.130  -1.695  -1.656  0.08
C  -0.392  0.469  2.144  0.05
C  1.028  -0.291  -0.470  -0.45
H  -1.450  0.666  2.124  0.00
H  -2.404  -0.835  -0.764  0.08
H  -1.898  1.519  -0.328  0.07
H  2.932  0.105  -1.377  0.06
H  -1.215  -1.860  0.086  0.08
C  -0.427  0.004  -0.575  -0.38
C  1.880  0.361  -1.339  0.12
N  1.312  -1.181  0.477  0.16
C  -1.361  -1.155  -0.734  -0.05

As for the multiplicity: 1. The calculation puts the orbital gap (spin up / spin down) at 6.204 / 10.017 eV. As for the HOMO energy (spin up / spin down): -7.30 / -9.10 eV.

---

Run two
DFT (wB97M-V/def2-TZVPD) results for one molecule with the formula C6H11N.

Each line ends with the Löwdin charge.
Atoms and positions in Å:
N  1.623  -0.426  -2.238  0.06
C  -0.396  -0.974  0.883  -0.23
H  2.167  0.405  -2.077  0.07
C  0.405  -0.208  -0.132  -0.28
C  0.360  1.971  1.019  0.00
H  0.463  3.045  1.008  0.05
H  1.932  1.360  -0.221  0.09
H  -0.385  1.648  1.741  0.05
H  -0.261  -2.057  0.902  0.10
H  -0.098  -1.447  -1.785  0.12
H  1.379  -0.581  -3.203  0.08
H  -2.025  0.376  1.025  0.05
H  -2.301  -0.909  -0.134  0.07
C  -1.920  -0.697  0.863  -0.10
C  0.967  1.118  0.203  -0.14
H  -0.010  -0.705  1.874  0.11
C  0.578  -0.711  -1.371  -0.16
H  -2.477  -1.209  1.642  0.07

As for the multiplicity: 1. The calculation puts the orbital gap at 8.486 eV. As for the SMILES: C=C/C(=C\N)CC. As for the HOMO energy: -7.45 eV.

---

Run three
DFT (wB97M-V/def2-TZVPD) results for one molecule with the formula C6H11N.

Each line ends with the Löwdin charge.
Atoms and positions in Å:
C  -1.924  -2.325  0.796  -0.02
C  -0.209  1.977  -0.039  -0.06
H  -2.289  -2.736  1.731  0.04
H  -1.293  2.010  0.072  0.07
H  3.360  0.470  0.003  0.08
C  0.177  0.544  -0.321  -0.31
H  2.342  1.651  0.538  0.07
C  -1.364  -1.113  0.698  -0.20
N  2.526  1.003  -0.207  0.04
H  0.241  2.663  -0.776  0.09
H  -1.119  -0.700  1.669  0.10
H  -1.773  -3.059  0.002  0.05
C  -0.920  -0.487  -0.581  -0.19
H  -0.726  -1.244  -1.344  0.12
H  0.304  2.428  0.822  0.07
H  1.527  -0.921  -0.661  0.11
H  -1.794  0.110  -0.873  0.11
C  1.460  0.138  -0.457  -0.18

As for the multiplicity: 1. The calculation puts the orbital gap at 8.874 eV. As for the SMILES: C=CC/C(C)=C/N. As for the HOMO energy: -7.87 eV.

---

Run four
DFT (wB97M-V/def2-TZVPD) results for one molecule with the formula C6H11N.

Each line ends with the Löwdin charge.
Atoms and positions in Å:
H  -0.260  1.716  -1.796  0.06
C  -1.111  -0.189  -1.423  -0.12
H  0.628  2.075  0.750  0.08
H  1.256  -1.957  -0.377  0.08
H  0.781  -1.524  2.085  0.08
H  -0.412  1.639  2.098  0.07
C  -0.250  -0.666  -0.308  -0.34
H  2.058  -0.652  1.223  0.08
H  -1.118  1.781  0.422  0.06
C  -0.975  0.955  -2.074  0.01
H  -1.343  1.100  -3.078  0.05
C  0.102  0.055  0.758  -0.30
H  0.001  -2.393  -1.383  0.07
C  -0.263  1.507  1.029  -0.06
C  1.093  -0.536  1.741  -0.07
H  1.294  0.057  2.631  0.07
N  0.254  -1.979  -0.501  0.08
H  -1.736  -0.988  -1.796  0.10

As for the multiplicity: 1. The calculation puts the orbital gap at 8.852 eV. As for the SMILES: C=CC(N)=C(C)C. As for the HOMO energy: -7.82 eV.

---

Most stable = run four

---

Run one
DFT (wB97M-V/def2-TZVPD) results for one molecule with the formula C6H11N.

Each line ends with the Löwdin charge.
Atoms and positions in Å:
C  0.355  0.021  -1.215  -0.14
H  2.834  -0.065  0.876  0.08
C  -1.136  -0.285  1.435  -0.21
H  -1.544  -0.205  -2.181  0.07
H  0.731  -1.132  1.853  0.10
H  -1.601  -0.785  2.277  0.11
C  0.864  0.042  0.027  -0.33
C  -0.768  -0.824  -1.728  -0.11
H  -1.775  1.144  -0.014  0.08
H  0.895  0.548  -1.996  0.10
H  2.742  0.899  -0.595  0.07
H  -2.489  1.246  1.445  0.08
C  0.163  -0.509  1.174  -0.10
H  2.104  1.534  0.933  0.08
H  -0.398  -1.489  -2.510  0.07
N  -1.973  0.632  0.833  0.05
H  -1.217  -1.411  -0.933  0.06
C  2.214  0.639  0.320  -0.06

As for the multiplicity: 1. The calculation puts the orbital gap at 8.922 eV. As for the SMILES: C/C=C(C)\C=C/N. As for the HOMO energy: -7.82 eV.

---

Run two
DFT (wB97M-V/def2-TZVPD) results for one molecule with the formula C6H11N.

Each line ends with the Löwdin charge.
Atoms and positions in Å:
H  0.235  -0.144  2.007  0.10
C  2.838  -0.917  0.561  -0.05
H  3.409  -1.336  1.395  0.02
H  -1.676  -0.741  -1.533  0.08
C  -0.478  0.561  0.217  -0.34
N  -1.712  -0.036  0.368  -0.07
H  2.728  -1.627  -0.286  0.06
C  1.924  0.130  0.656  -0.17
H  -1.701  -2.110  -0.398  0.08
C  0.555  0.294  1.080  -0.07
H  2.139  0.926  -0.089  0.09
C  -0.344  1.670  -0.821  -0.05
H  -2.104  -0.305  1.258  0.12
H  0.188  1.234  -1.665  0.08
H  -1.243  2.288  -0.801  0.09
H  -3.125  -1.245  -0.757  0.07
H  0.432  2.442  -0.613  0.08
C  -2.065  -1.085  -0.580  -0.11

As for the multiplicity: 1. The calculation puts the orbital gap at 6.775 eV. As for the SMILES: C=C/C=C(\C)NC. As for the HOMO energy: -6.77 eV.

---

Most stable = run one

---

Run one
DFT (wB97M-V/def2-TZVPD) results for one molecule with the formula C6H11N.

Each line ends with the Löwdin charge.
Atoms and positions in Å:
H  -1.956  -1.445  3.207  0.07
H  0.515  -0.955  -2.293  0.08
C  -2.108  -0.755  2.375  -0.12
H  -3.140  -0.910  2.036  0.07
N  2.016  1.480  -1.619  0.06
H  1.921  2.315  -2.186  0.08
C  -1.225  -0.940  1.193  -0.17
H  1.718  -1.317  -1.200  0.08
C  0.893  1.285  -0.809  -0.19
H  -1.367  -1.688  0.417  0.09
H  0.113  -1.997  -0.844  0.06
H  -2.031  0.270  2.719  0.07
C  0.635  -1.128  -1.223  -0.05
H  0.502  2.192  -0.347  0.11
H  -0.641  1.072  1.212  0.10
C  -0.537  0.108  0.739  -0.11
C  0.306  0.138  -0.456  -0.30
H  2.170  0.698  -2.246  0.07

As for the multiplicity: 1. The calculation puts the orbital gap at 8.403 eV. As for the SMILES: C/C=C/C(C)=C/N. As for the HOMO energy: -7.42 eV.

---

Run two
DFT (wB97M-V/def2-TZVPD) results for C6H11N as an isolated structure.

Each line ends with the Löwdin charge.
Atoms and positions in Å:
C  0.084  1.008  -0.401  -0.27
H  -2.851  -0.736  -1.066  0.10
H  1.364  -1.349  -0.697  0.10
H  2.568  0.948  1.860  0.14
H  0.077  -0.539  -1.784  0.08
C  1.179  0.975  1.648  -0.21
H  -1.890  -1.136  -2.431  0.06
H  0.602  1.783  -1.033  0.13
C  -1.819  -0.768  -1.463  0.01
N  0.999  0.341  0.447  -0.29
H  -0.681  1.606  0.337  0.16
C  -0.544  0.045  -1.251  -0.23
C  0.670  -1.112  0.084  -0.14
C  -0.864  -1.166  -0.170  -0.07
H  0.969  -1.685  0.995  0.11
H  1.010  2.246  1.728  0.13
H  -1.375  -0.756  0.600  0.06
H  0.501  0.295  2.599  0.14

As for the multiplicity: 1. The calculation puts the orbital gap at 9.047 eV. As for the HOMO energy: -8.03 eV.

---

Most stable = run one

---

Run one
DFT (wB97M-V/def2-TZVPD) results for one molecule with the formula C4H6O2S2.

Each line ends with the Löwdin charge.
Atoms and positions in Å:
S  1.616  -1.501  -0.095  0.85
H  -0.839  0.470  1.531  0.16
H  -2.477  -0.757  0.485  0.09
C  1.949  -0.066  0.612  -0.43
S  1.580  1.692  0.409  0.84
C  -1.613  -0.655  -0.191  -0.14
C  -1.050  0.628  0.377  -0.33
H  -1.864  1.353  0.271  0.12
C  0.197  0.923  -0.331  -0.35
H  -1.067  -1.543  -0.089  0.02
H  0.091  0.534  -1.389  0.13
O  2.709  -2.479  0.228  -0.56
O  2.638  1.986  -0.555  -0.49
H  -1.869  -0.586  -1.261  0.10

As for the multiplicity: 1. The calculation puts the orbital gap at 8.170 eV. As for the HOMO energy: -9.30 eV.

---

Run two
DFT (wB97M-V/def2-TZVPD) results for a 2-piece molecular cluster, C4H6O2S2 overall.

Each line ends with the Löwdin charge.
Atoms and positions in Å:
H  -2.511  -0.721  -1.078  0.14
H  -0.653  0.686  -2.263  0.15
O  -0.906  0.686  -0.276  -0.14
C  0.133  0.784  0.694  -1.09
H  1.154  0.245  -2.516  0.11
H  -1.505  -1.906  -2.178  0.09
H  0.978  -1.251  -1.951  0.07
C  -0.609  -0.035  -1.435  -0.40
O  -1.112  -1.930  -0.131  -0.11
S  0.090  1.301  2.253  0.65
C  -1.563  -1.307  -1.291  -0.28
S  1.567  0.051  -0.014  0.96
H  -0.749  -3.726  -1.005  0.34
C  0.859  -0.275  -1.565  -0.48

As for the multiplicity: 1. The calculation puts the orbital gap at 5.554 eV. As for the HOMO energy: -8.85 eV.

---

Run three
DFT (wB97M-V/def2-TZVPD) results for C4H6O2S2 as an isolated structure.

Each line ends with the Löwdin charge.
Atoms and positions in Å:
O  1.801  -0.831  -1.354  -0.42
C  -1.395  0.532  -0.834  -0.10
H  -1.913  -0.111  1.012  0.12
H  -0.411  0.561  -1.554  0.11
C  0.311  0.075  1.047  -0.31
H  -1.049  -1.306  0.202  0.05
O  2.513  -1.734  0.812  -0.42
H  0.324  -0.345  1.988  0.10
S  2.011  2.159  0.112  0.92
C  -0.992  -0.298  0.423  -0.29
C  1.033  1.138  0.635  -0.69
S  1.492  -1.586  -0.208  0.82
H  -2.051  0.112  -1.496  0.02
H  -1.674  1.635  -0.785  0.10

As for the multiplicity: 1. The calculation puts the orbital gap at 8.246 eV. As for the HOMO energy: -8.87 eV.

---

Most stable = run three

---

Run one
DFT (wB97M-V/def2-TZVPD) results for a 2-piece molecular cluster, C4H10N2O2 overall.

Each line ends with the Löwdin charge.
Atoms and positions in Å:
O  1.883  -0.215  -0.852  -0.16
C  -1.141  0.690  0.678  -0.55
O  -1.091  -0.453  1.157  0.00
C  1.129  1.211  0.278  -0.04
H  -2.961  1.386  -0.245  0.08
H  0.187  -0.948  -1.827  0.11
C  0.963  -1.502  -1.306  -0.19
H  1.158  -2.823  0.210  0.09
H  -3.101  1.108  1.485  0.07
H  1.430  0.866  1.273  0.11
H  1.635  -2.041  -1.975  0.11
H  1.764  1.960  -0.180  0.09
C  -2.434  1.477  0.708  -0.02
N  0.479  -2.255  -0.277  0.05
H  -2.252  2.534  0.906  0.08
H  2.665  -0.552  -0.384  0.08
N  -0.155  1.294  -0.002  0.03
H  -0.157  -1.734  0.352  0.05

As for the multiplicity: 1. The calculation puts the orbital gap at 9.831 eV. As for the SMILES: C=NC(C)=O.NCO. As for the HOMO energy: -9.14 eV.

---

Run two
DFT (wB97M-V/def2-TZVPD) results for a 2-piece molecular cluster, C4H10N2O2 overall.

Each line ends with the Löwdin charge.
Atoms and positions in Å:
C  -1.428  0.244  -1.673  -0.05
O  2.117  0.630  -0.860  0.07
O  1.121  2.348  0.892  -0.06
N  -2.583  -0.803  0.022  0.01
H  1.677  2.380  0.092  0.08
H  -2.350  0.491  -2.198  0.07
H  -0.515  0.670  -2.051  0.06
C  1.435  0.101  -0.009  -0.42
C  0.965  1.003  1.208  -0.21
H  1.558  0.719  2.085  0.12
H  -0.090  0.778  1.400  0.10
C  1.395  -1.376  0.222  -0.03
H  1.551  -1.638  1.265  0.08
H  2.111  -1.881  -0.421  0.09
N  -1.395  -0.376  -0.569  -0.13
H  0.388  -1.708  -0.038  0.06
H  -2.513  -1.204  0.944  0.08
H  -3.447  -0.379  -0.310  0.08

As for the multiplicity: 1. The calculation puts the orbital gap at 10.124 eV. As for the SMILES: CC(=O)CO.C=NN. As for the HOMO energy: -9.28 eV.

---

Most stable = run one